Record 1
Below is C24H44Br10O12 as an isolated structure in a non-equilibrium geometry, with properties calculated with ωB97M-V with the def2-TZVPD basis set.

Results
highest occupied orbital energy = -6.79 eV
orbital gap = 0.245 hartree
LUMO level = -0.140 eV
net charge = 0
2S+1 = 1
total energy = -27582.5232 a.u.

```
90
Properties=species:S:1:pos:R:3:forces:R:3
C -2.14282 3.61183 3.08521 0.235 -1.078 0.323
C -2.25322 2.05241 2.74699 0.160 1.974 1.631
C -1.24599 1.08977 3.31215 0.289 3.488 5.872
O -1.89761 -0.04947 3.65429 -1.712 -1.751 1.564
C -3.16867 0.31128 3.94793 -2.971 -1.387 0.205
O -4.05219 -0.40144 4.39905 2.561 1.746 -0.841
O -3.35715 1.59148 3.53611 -1.158 -0.371 0.193
H -1.33949 4.16562 2.59931 -0.055 -0.312 -0.435
H -1.97878 3.78186 4.14929 0.310 -0.604 0.219
H -3.08514 4.14792 2.97237 -0.137 -0.372 -0.759
H -2.41090 1.76875 1.70642 -0.005 1.328 1.305
H -0.71668 1.42085 4.20563 -0.641 0.852 0.768
H -0.37482 0.89515 2.68660 -0.936 6.111 8.415
C -0.70717 4.68176 -3.91891 -0.887 -1.119 1.661
C -0.58053 3.29850 -3.14844 0.884 1.267 -2.691
C -1.21850 3.19407 -1.79812 1.705 3.986 0.273
O -1.85231 2.00864 -1.75744 4.285 2.200 -8.077
C -1.90574 1.42944 -2.98479 -1.774 -1.654 -3.851
O -2.54801 0.38317 -3.27770 2.900 5.976 1.061
O -1.26546 2.28022 -3.84665 -2.000 -2.167 -0.396
H -1.75946 4.96527 -3.89846 -0.130 0.162 0.215
H -0.44543 4.75645 -4.97438 0.625 -0.591 0.290
H -0.15064 5.36891 -3.28157 0.080 0.346 -0.375
H 0.43680 2.91183 -3.20856 -0.275 1.429 0.477
H -1.92274 4.02423 -1.74354 -0.297 -0.116 0.546
H -0.48546 3.25216 -0.99353 -0.256 0.120 0.068
Br 1.26727 1.05987 -2.88289 -4.680 1.091 3.055
C 1.03787 1.09437 -0.91258 -1.117 -0.530 -0.517
C -0.16289 0.33583 -0.40405 -0.591 -0.229 -1.552
Br -0.38686 0.19709 1.59911 2.284 -2.631 -19.652
H 0.99110 2.15182 -0.65236 -0.441 -0.100 -1.060
H 1.96053 0.72726 -0.46309 -1.225 -0.412 -2.934
H -0.10894 -0.70705 -0.71645 -0.359 1.239 -0.526
H -1.05752 0.84076 -0.76843 1.149 -1.003 0.952
Br 1.80534 -0.52791 5.03489 -0.194 0.461 -0.607
C 1.31251 0.32901 3.27587 4.450 0.884 1.734
C 2.69320 0.65410 2.54136 -2.593 0.171 1.812
Br 2.29238 1.89180 0.95164 1.321 4.239 7.639
H 0.78312 1.27501 3.38948 1.543 -0.201 1.153
H 0.64988 -0.23797 2.62199 3.897 -2.375 3.923
H 3.05935 -0.30917 2.18620 0.536 1.103 0.972
H 3.25168 1.14327 3.33943 0.542 0.099 -0.725
Br -4.59714 3.19274 -1.48612 -0.671 0.351 -0.104
C -4.42415 1.74736 -0.17517 -0.186 0.950 1.202
C -2.96292 1.45662 -0.15659 -3.617 -3.418 2.910
Br -2.65224 -0.13475 0.95179 -8.709 -2.572 -3.139
H -5.08196 0.93577 -0.48615 0.551 0.542 0.151
H -4.77866 2.12590 0.78355 -0.165 0.246 -0.097
H -2.30119 2.21116 0.26872 -0.341 0.239 -0.166
H -2.59253 1.31344 -1.17168 -3.607 -3.115 4.026
Br 4.37514 -0.38371 -1.87197 -2.590 -0.546 -10.461
C 3.51048 0.19214 -3.61381 2.736 -1.460 -1.712
C 4.11287 -0.57468 -4.76657 0.486 0.392 -0.222
Br 3.59976 0.23546 -6.46304 -0.318 0.422 -0.328
H 3.73472 1.25829 -3.64774 0.382 -0.174 -0.132
H 2.42114 0.15697 -3.62730 3.115 -2.524 -0.951
H 3.71678 -1.58086 -4.90376 0.419 0.004 0.557
H 5.19840 -0.48659 -4.81082 -0.111 -0.552 0.189
Br -4.73624 -0.98975 -1.53309 -0.049 -1.787 -0.606
C -3.33018 -2.37861 -1.44671 1.024 0.943 -0.792
C -2.06362 -1.70838 -2.10395 -0.763 -1.577 -0.399
Br -0.61765 -3.07870 -2.14091 -3.461 -0.038 -9.146
H -3.67662 -3.27974 -1.95270 0.035 0.359 -0.302
H -3.16063 -2.64755 -0.40410 -0.008 0.400 -0.031
H -1.75605 -0.77913 -1.62438 0.045 -1.057 0.376
H -2.09657 -1.45267 -3.16302 -0.672 -0.703 0.522
C -0.00655 -3.03477 0.06617 3.339 -0.935 4.095
O -1.01636 -3.42443 0.93620 -1.383 -0.782 0.698
C -0.80783 -4.30184 1.91854 0.141 -0.183 1.858
O -1.63197 -4.51021 2.78128 1.118 -0.186 -1.280
O 0.48007 -4.84315 1.91874 -1.480 2.691 -3.081
C 0.90225 -5.74655 2.84817 -1.883 -1.699 1.403
H 0.26760 -3.81386 -0.64515 0.492 -0.585 2.059
H 0.89786 -2.85084 0.64610 -2.288 0.318 -0.103
H -0.25569 -2.18623 -0.57102 -0.015 -0.265 2.929
H 1.37684 -5.26308 3.70205 0.408 -0.197 -0.146
H 1.42212 -6.56555 2.35108 0.570 0.395 0.165
H -0.03981 -6.18092 3.18277 0.204 -0.475 0.853
C 2.63143 -3.38053 1.30587 1.645 -1.527 -1.266
O 3.27127 -2.15377 0.94037 0.252 1.917 0.101
C 2.59088 -1.09294 0.47408 -1.758 -1.343 0.612
O 1.33388 -1.08660 0.37969 8.519 0.247 0.562
O 3.40025 0.01089 0.31509 2.111 -4.232 -0.793
C 4.89611 -0.10709 0.15788 0.565 -0.071 5.179
H 2.13551 -3.54671 2.26219 0.220 1.350 0.044
H 3.52186 -4.00826 1.27133 -0.267 -0.523 0.248
H 1.94988 -3.67620 0.50827 1.216 -0.471 0.437
H 5.33750 0.71235 -0.40939 -0.431 0.024 1.020
H 5.13372 -1.10034 -0.22301 0.536 0.047 0.902
H 5.40832 -0.05886 1.11883 -0.679 -0.111 0.831
```
Positions in Å, forces in eV/Å.

Record 2
Below is a 6-piece molecular cluster, C24H44ClF3N6OP overall in a non-equilibrium geometry, with properties calculated with ωB97M-V with the def2-TZVPD basis set.

Results
highest occupied orbital energy = -12.88 eV
orbital gap = 0.347 hartree
LUMO level = -3.439 eV
net charge = +1
2S+1 = 1
total energy = -2445.5545 a.u.

```
80
Properties=species:S:1:pos:R:3:forces:R:3
C 0.19475 2.19128 2.03992 0.087 0.143 0.003
C 1.58869 1.61814 2.19264 -0.420 -0.058 -0.230
N 1.57568 0.27849 2.89164 0.573 0.735 0.451
P 1.12794 0.24362 4.46131 0.021 -0.205 -0.333
Cl 1.26096 -1.63988 4.97989 -0.035 -0.286 0.237
C 2.11432 1.20026 5.67252 0.119 0.141 0.277
O 1.22977 1.93540 6.49694 -0.119 0.155 -0.007
C 1.14242 3.28269 6.24300 0.396 -0.211 -0.236
F 2.22637 3.92409 6.67292 -0.193 -0.070 -0.087
F 1.05093 3.50015 4.90759 -0.048 -0.028 0.194
F 0.07259 3.73998 6.83274 -0.073 0.076 0.100
H -0.28608 2.39137 3.00006 -0.056 -0.048 -0.006
H 0.27951 3.15485 1.53420 -0.075 -0.086 -0.073
H -0.44195 1.54723 1.43428 0.001 -0.015 0.057
H 2.23631 2.33048 2.70660 0.105 -0.089 0.058
H 2.01035 1.41620 1.21147 0.116 0.086 0.100
H 2.51266 -0.12813 2.84333 -0.205 -0.351 -0.372
H -0.19834 0.62662 4.62203 -0.035 0.146 -0.071
H 2.84629 1.82011 5.15013 -0.077 0.069 -0.052
H 2.66197 0.49856 6.30277 -0.045 -0.015 -0.006
C 1.26817 -0.28604 -3.72997 0.018 -0.006 0.058
C 1.29004 -1.00836 -2.38921 0.023 0.027 -0.129
C 1.07940 -0.06344 -1.19837 0.024 -0.149 -0.040
C 2.12538 0.95668 -1.12720 0.361 0.526 -0.150
N 2.93854 1.77461 -1.09291 -0.389 -0.432 0.126
H 2.08006 0.44065 -3.80201 -0.011 0.021 0.029
H 1.38605 -0.99819 -4.54283 -0.016 -0.017 -0.024
H 0.32323 0.24263 -3.87605 -0.005 0.007 -0.002
H 2.23771 -1.53410 -2.26672 -0.008 -0.018 0.050
H 0.50443 -1.76383 -2.36395 -0.007 -0.003 0.069
H 1.08363 -0.62480 -0.26050 -0.011 -0.023 -0.005
H 0.11860 0.44905 -1.28352 0.001 0.037 0.001
C 2.38466 6.00140 -3.27339 -0.006 0.022 0.012
C 2.30238 6.86512 -2.02079 0.004 -0.028 -0.142
C 2.19671 6.03577 -0.73465 0.021 0.137 -0.090
C 0.99996 5.19718 -0.73017 -0.543 -0.552 0.012
N 0.06541 4.52034 -0.74569 0.532 0.368 0.107
H 1.48395 5.39884 -3.39804 0.001 -0.020 0.019
H 2.49149 6.62439 -4.16044 0.009 0.002 -0.005
H 3.24095 5.32618 -3.23044 0.000 -0.010 0.004
H 1.44334 7.53431 -2.08785 -0.004 0.016 0.035
H 3.19051 7.49385 -1.94701 0.001 0.000 0.066
H 2.15879 6.68447 0.14130 0.017 -0.005 0.019
H 3.06427 5.38095 -0.63257 -0.003 -0.034 0.006
C -1.05478 -5.90415 2.18844 0.181 0.008 -0.113
C 0.24344 -6.11462 2.95668 -0.112 -0.080 -0.117
C 1.01760 -4.81796 3.22183 -0.020 -0.211 0.000
C 1.39888 -4.11584 1.99688 0.166 0.518 -0.538
N 1.68760 -3.51646 1.05409 -0.172 -0.273 0.551
H -0.86526 -5.50219 1.19084 0.029 0.016 0.016
H -1.57567 -6.85196 2.06921 -0.061 0.014 0.021
H -1.72221 -5.22583 2.71481 -0.047 0.021 0.061
H 0.88763 -6.80308 2.40799 0.042 -0.005 0.030
H 0.02638 -6.57951 3.91912 0.053 0.029 0.030
H 1.92733 -5.03122 3.78584 0.012 0.039 0.017
H 0.40782 -4.12872 3.80965 -0.056 -0.046 0.029
C -7.06625 -4.34631 2.07759 0.005 0.016 0.031
C -6.33864 -3.28988 2.89962 -0.100 -0.058 -0.063
C -4.81419 -3.46047 2.86870 -0.143 0.037 -0.012
C -4.40352 -4.75231 3.41590 0.221 -0.646 0.328
N -4.09053 -5.77009 3.85941 -0.173 0.618 -0.246
H -6.88500 -5.34757 2.46955 0.027 -0.006 -0.005
H -8.14112 -4.17316 2.09858 -0.008 0.003 -0.012
H -6.74322 -4.32599 1.03536 0.002 -0.002 -0.010
H -6.68196 -3.32557 3.93465 0.028 0.018 0.019
H -6.57811 -2.29606 2.51810 0.055 0.025 0.016
H -4.32676 -2.67728 3.45126 0.018 0.010 -0.014
H -4.44468 -3.39442 1.84334 0.009 0.005 -0.011
C -1.03273 0.58658 -8.74309 -0.006 0.011 0.038
C -0.21763 1.27976 -7.65831 -0.093 -0.033 -0.076
C 1.22796 0.77331 -7.58424 -0.091 0.071 0.014
C 1.28586 -0.65459 -7.27872 0.047 -0.736 0.121
N 1.30751 -1.77954 -7.02522 -0.023 0.651 -0.138
H -1.11674 -0.48392 -8.55249 0.031 -0.010 -0.005
H -2.04151 0.99557 -8.78515 -0.004 0.008 -0.013
H -0.57520 0.72086 -9.72453 0.004 -0.002 -0.009
H -0.69740 1.13729 -6.68806 0.026 0.008 0.025
H -0.19230 2.35419 -7.84578 0.054 0.012 0.025
H 1.78495 1.30432 -6.81096 0.034 0.009 -0.014
H 1.73970 0.93761 -8.53387 0.019 0.009 -0.009
```
Positions in Å, forces in eV/Å.